Entry from the OMol25 dataset: a cluster of 2 separate species, C16H25N4S in total at a distorted geometry (wB97M-V/def2-TZVPD).

XYZ file:
```
46
C16H25N4S, DFT wB97M-V/def2-TZVPD
C 0.36 -3.14 0.01
C 0.30 -3.26 -1.56
C -0.45 -2.03 -2.23
C -0.65 -2.18 -3.78
C 0.27 -0.71 -1.80
C 1.73 -0.67 -1.60
C 2.37 0.56 -1.15
S 4.17 0.56 -0.88
C 1.56 1.73 -0.91
N 2.21 2.92 -0.44
N 0.21 1.66 -1.13
C -0.47 0.54 -1.54
C -2.01 0.60 -1.72
N -2.75 0.85 -0.47
C -2.96 -0.46 0.21
H 0.92 -2.25 0.38
H -0.68 -3.08 0.44
H 0.88 -4.05 0.40
H -0.32 -4.16 -1.84
H 1.31 -3.35 -2.03
H -1.47 -2.00 -1.77
H -1.26 -1.34 -4.22
H 0.30 -2.22 -4.36
H -1.25 -3.11 -3.98
H 2.33 -1.59 -1.80
H 4.53 -0.76 -1.05
H 1.88 3.75 -0.94
H 2.02 3.08 0.56
H -0.34 2.50 -0.93
H -2.38 -0.30 -2.29
H -2.21 1.48 -2.40
H -3.68 1.14 -0.77
H -3.25 -1.28 -0.51
H -2.02 -0.76 0.75
H -3.81 -0.37 0.94
N 1.29 2.89 3.06
C 1.06 1.60 2.79
C 0.32 0.76 3.61
C -0.22 1.29 4.77
C 0.00 2.63 5.06
C 0.76 3.38 4.18
H 1.52 1.23 1.87
H 0.17 -0.27 3.34
H -0.81 0.67 5.43
H -0.41 3.08 5.96
H 0.95 4.43 4.37
```

**Spin multiplicity**: 1
**E_HOMO**: -12.16 eV
**Net charge**: +1

Entry from the OMol25 dataset: a structure of composition C16H25N7NiO2S at a distorted geometry (wB97M-V/def2-TZVPD).

XYZ file:
```
52
C16H25N7NiO2S, DFT wB97M-V/def2-TZVPD
Ni 0.35 1.75 1.07
N 3.07 -5.90 -1.00
C 2.69 -4.71 -0.44
C 1.40 -4.63 0.05
C 0.83 -3.44 0.35
C 1.63 -2.27 0.35
C 2.99 -2.42 -0.03
C 3.51 -3.59 -0.49
S 1.01 -0.67 0.15
O 0.54 -0.38 -1.20
O 2.04 0.34 0.59
N -0.23 -0.41 1.14
C 0.15 -0.41 2.48
N 0.06 -1.46 3.18
C 0.12 -1.31 4.49
C 0.42 -0.06 5.04
C 0.56 1.06 4.18
N 0.50 0.85 2.88
H 2.46 -6.62 -1.09
H 3.95 -6.01 -1.50
H 0.70 -5.47 0.14
H -0.30 -3.37 0.56
H 3.56 -1.54 -0.09
H 4.55 -3.56 -0.81
H 0.06 -2.16 5.09
H 0.37 0.01 6.20
H 0.72 1.99 4.64
N -3.08 1.54 -3.17
C -1.95 1.07 -2.25
C -2.31 1.22 -0.86
C -2.23 2.59 -0.26
N -1.62 2.52 1.08
C -1.51 3.56 -1.22
C -0.26 2.97 -1.81
N 0.78 2.63 -0.75
C -0.63 1.73 -2.67
H -3.99 0.96 -3.07
H -2.82 1.42 -4.13
H -3.09 2.54 -3.05
H -1.81 0.01 -2.46
H -1.67 0.42 -0.34
H -3.26 0.66 -0.77
H -3.23 2.95 -0.12
H -2.20 1.80 1.52
H -1.83 3.39 1.64
H -1.30 4.45 -0.72
H -2.14 3.86 -2.02
H 0.18 3.68 -2.54
H 1.31 3.50 -0.52
H 1.46 1.96 -1.02
H 0.22 1.00 -2.72
H -0.71 1.93 -3.70
```

**Spin multiplicity**: 3
**E_HOMO (spin up / spin down)**: -12.64 / -12.64 eV
**Net charge**: +2
**<S²>**: 2.006

Entry from the OMol25 dataset: a structure of composition C16H26B2FeN6O2 at a distorted geometry (wB97M-V/def2-TZVPD).

XYZ file:
```
53
C16H26B2FeN6O2, DFT wB97M-V/def2-TZVPD
H 1.67 -1.52 -2.49
N -0.17 -0.58 -2.01
B -2.44 0.60 -2.17
N -1.26 -0.19 -2.79
C -1.09 -0.58 -4.06
Fe -0.25 -0.18 0.18
H -1.88 -0.35 -4.76
C 0.16 -1.22 -4.15
H 0.60 -1.66 -5.02
C 0.71 -1.18 -2.85
H -3.32 0.83 -2.97
C 0.11 0.44 1.92
H 1.11 0.19 2.37
H -0.75 -0.07 2.43
H -0.03 1.55 1.78
N -1.86 1.92 -1.59
N -2.92 -0.28 -0.99
N -0.81 1.85 -0.67
N -2.04 -0.71 0.01
C -2.17 3.20 -1.83
C -4.14 -0.77 -0.73
H -2.97 3.41 -2.53
H -4.93 -0.54 -1.43
C -1.32 4.01 -1.06
C -4.08 -1.50 0.46
C -0.49 3.11 -0.35
C -2.75 -1.43 0.90
H -1.30 5.08 -0.99
H -4.89 -2.01 0.96
H 0.29 3.32 0.37
H -2.26 -1.80 1.79
H 1.34 -0.02 0.33
C 2.60 -4.18 0.05
C 1.74 -3.70 1.21
C 1.26 -4.96 1.89
O 0.71 -2.86 0.71
B 1.21 -1.49 0.76
O 2.46 -1.48 1.47
C 2.51 -2.73 2.15
C 1.83 -2.62 3.51
C 3.98 -2.94 2.34
H 2.03 -4.89 -0.56
H 3.45 -4.73 0.45
H 2.98 -3.36 -0.57
H 0.83 -5.68 1.19
H 2.13 -5.47 2.32
H 0.54 -4.82 2.71
H 2.03 -3.52 4.07
H 2.26 -1.77 4.05
H 0.74 -2.51 3.44
H 4.50 -2.90 1.38
H 4.34 -2.09 2.93
H 4.18 -3.87 2.86
```

**Spin multiplicity**: 5
**E_HOMO (spin up / spin down)**: -6.13 / -8.56 eV
**Net charge**: 0
**Energy relative to the best compared isomer or geometry (same formula, charge and spin)**: 0.0000 eV
**<S²>**: 6.045

Entry from the OMol25 dataset: a structure of composition C16H26BN12O3Pd (wB97M-V/def2-TZVPD).

XYZ file:
```
59
C16H26BN12O3Pd, DFT wB97M-V/def2-TZVPD
Pd -0.07 0.08 -0.81
C 4.03 -1.33 -1.69
C 2.94 -1.09 -0.79
N 1.97 -0.53 -1.42
N 2.34 -0.41 -2.79
C 3.54 -0.85 -2.98
B 1.30 0.17 -3.85
N 0.80 1.51 -3.42
C 0.83 2.68 -4.12
C 0.07 3.60 -3.45
C -0.42 2.91 -2.33
N 0.01 1.66 -2.32
N 0.08 -0.86 -3.86
C -0.46 -1.47 -4.86
C -1.60 -2.22 -4.37
C -1.61 -1.93 -2.96
N -0.64 -1.14 -2.65
H 5.00 -1.78 -1.49
H 2.86 -1.30 0.26
H 4.03 -0.85 -3.94
H 1.81 0.16 -4.92
H 1.38 2.76 -5.04
H -0.12 4.62 -3.72
H -1.08 3.27 -1.55
H -0.08 -1.39 -5.87
H -2.27 -2.85 -4.94
H -2.30 -2.29 -2.21
N 1.94 2.32 0.76
N 1.02 3.04 1.53
C -0.28 2.72 1.58
N -1.05 3.46 2.36
N -0.67 1.68 0.81
N -1.96 1.27 0.82
O -2.83 1.67 1.54
O -2.17 0.37 -0.04
H 2.65 1.94 1.39
H 2.39 2.96 0.11
H 1.34 3.83 2.07
H -0.67 4.23 2.89
H -2.03 3.24 2.46
O 0.23 -1.26 0.84
C -0.37 -1.81 1.81
C 0.44 -2.37 2.95
C 0.07 -1.83 4.36
C -1.05 -0.79 4.38
C -2.44 -1.40 4.13
C -2.41 -2.43 3.02
N -1.68 -1.93 1.84
H 1.48 -2.15 2.71
H 0.34 -3.46 2.91
H 0.97 -1.40 4.80
H -0.21 -2.67 4.99
H -0.85 -0.01 3.64
H -1.05 -0.28 5.35
H -3.15 -0.61 3.90
H -2.79 -1.90 5.04
H -3.41 -2.71 2.69
H -1.93 -3.36 3.34
H -2.20 -1.47 1.11
```

**Spin multiplicity**: 5
**E_HOMO (spin up / spin down)**: -17.51 / -17.61 eV
**Net charge**: +3
**<S²>**: 6.025

Entry from the OMol25 dataset: a cluster of 3 separate species, C16H26Br6FN7O3PS in total at a distorted geometry (wB97M-V/def2-TZVPD).

XYZ file:
```
61
C16H26Br6FN7O3PS, DFT wB97M-V/def2-TZVPD
C 4.76 -2.77 1.19
C 3.50 -1.92 1.31
Br 3.39 -1.16 3.09
C 3.50 -0.82 0.24
Br 2.93 -1.65 -1.43
N 2.80 0.43 0.55
C 3.63 1.61 0.43
O 3.53 2.34 -0.48
N 4.58 1.76 1.50
C 5.87 1.31 1.21
O 6.22 0.77 0.24
F 6.66 1.57 2.25
C 1.49 0.45 0.87
N 0.74 -0.66 0.84
C -0.49 -0.25 1.16
C -1.68 -1.13 1.20
C -1.61 -2.27 0.17
C -3.01 -2.65 -0.28
N -3.23 -3.91 -0.86
O -3.89 -1.83 -0.16
N -0.53 1.05 1.42
C -1.65 1.88 1.81
C -1.72 2.08 3.31
N -1.30 1.16 4.07
N 0.77 1.55 1.25
P 1.15 3.23 1.55
S 1.04 4.49 0.14
H 5.65 -2.17 1.36
H 4.75 -3.55 1.95
H 4.81 -3.23 0.20
H 2.61 -2.54 1.18
H 4.53 -0.51 0.03
H 4.57 2.73 1.82
H -2.58 -0.56 0.97
H -1.77 -1.54 2.21
H -1.04 -3.13 0.54
H -1.10 -1.92 -0.74
H -3.06 -3.90 -1.86
H -2.61 -4.60 -0.46
H -2.54 1.35 1.48
H -1.63 2.83 1.27
H -2.15 3.02 3.67
H -1.42 1.38 5.05
H 0.29 3.42 2.63
H 2.38 2.99 2.17
Br -0.56 1.22 -2.93
C 0.74 0.54 -4.20
C 0.10 -0.41 -5.18
Br -0.33 -2.11 -4.34
H 1.52 0.06 -3.62
H 1.15 1.41 -4.71
H 0.79 -0.63 -5.99
H -0.83 -0.02 -5.58
Br -7.97 1.24 -2.97
C -6.24 0.53 -2.45
C -6.05 0.50 -0.96
Br -5.70 2.28 -0.23
H -5.49 1.13 -2.94
H -6.21 -0.49 -2.84
H -5.18 -0.09 -0.69
H -6.93 0.13 -0.44
```

**Spin multiplicity**: 1
**E_HOMO**: -11.70 eV
**Net charge**: +1
**Energy relative to the best compared isomer or geometry (same formula, charge and spin)**: 0.0000 eV

Entry from the OMol25 dataset: a cluster of 5 separate species, C16H26Cl6O6 in total at a distorted geometry (wB97M-V/def2-TZVPD).

XYZ file:
```
54
C16H26Cl6O6, DFT wB97M-V/def2-TZVPD
O -1.36 3.68 -5.96
C -1.13 3.03 -4.99
C -0.22 1.89 -5.03
C -0.02 1.03 -3.98
O 0.87 -0.04 -4.01
C -0.77 1.19 -2.73
O -0.73 0.40 -1.84
C -1.49 2.43 -2.62
C -1.69 3.26 -3.66
O -2.45 4.35 -3.60
H 0.17 1.71 -6.02
H 0.84 -0.39 -3.12
H -1.95 2.83 -1.73
H -2.34 4.89 -4.39
C 2.66 2.63 -1.77
O 2.97 1.22 -1.41
C 2.29 0.74 -0.27
C 2.56 -0.80 -0.11
O 2.21 -1.50 -1.26
C 2.42 -2.94 -1.21
H 3.13 2.99 -2.69
H 2.98 3.28 -0.96
H 1.58 2.79 -1.81
H 1.21 0.81 -0.37
H 2.54 1.30 0.63
H 2.04 -1.12 0.80
H 3.62 -0.87 0.14
H 1.79 -3.51 -0.52
H 3.50 -3.08 -1.21
H 2.13 -3.25 -2.22
Cl -0.41 -6.38 0.05
C -0.11 -6.10 1.76
C -0.53 -4.72 2.18
Cl -0.13 -4.52 3.88
H 0.91 -6.36 2.03
H -0.66 -6.85 2.33
H -1.60 -4.66 2.03
H 0.05 -4.15 1.44
Cl -1.04 -0.92 4.15
C -0.19 -1.02 2.59
C -1.01 -0.53 1.44
Cl -1.11 1.22 1.55
H 0.04 -2.05 2.33
H 0.75 -0.48 2.71
H -1.98 -1.02 1.52
H -0.55 -0.68 0.46
Cl -4.29 3.39 3.93
C -3.16 2.11 4.47
C -1.71 2.63 4.39
Cl -1.49 4.02 5.57
H -3.26 1.28 3.76
H -3.44 1.70 5.44
H -1.55 3.22 3.49
H -0.88 1.93 4.45
```

**Spin multiplicity**: 1
**E_HOMO**: -9.64 eV
**Structure (SMILES)**: O=C1C=C(O)C(=O)C=C1O.COCCOC.ClCCCl.ClCCCl.ClCCCl
**Net charge**: 0
**Energy relative to the best compared isomer or geometry (same formula, charge and spin)**: 1.0025 eV

| no. | E (eV) |
| --- | --- |
| 1 | -33786.2288 |
| 2 | -83386.9095 |
| 3 | -65790.0756 |
| 4 | -45163.1293 |
| 5 | -476677.6641 |
| 6 | -104430.6730 |